{"formula": "C4H10N2", "method": "ωB97M-V/def2-TZVPD", "gap_ev": 9.61, "smiles": "C[C@@H]1NC[C@@H]1N", "total_charge": 0, "homo_energy_ev": -8.604, "elements": ["C", "C", "C", "C", "H", "H", "H", "H", "H", "H", "H", "H", "H", "H", "N", "N"], "positions_angstrom": [[-0.3447, -0.0443, -1.8071], [-0.5054, -0.7126, -0.3703], [-0.3855, 0.5772, 1.3702], [0.6713, -0.3519, 0.5716], [-1.1361, -0.3730, -2.4019], [0.6816, -0.0446, -2.3145], [-0.3289, 1.0477, -1.6597], [-0.8238, -1.8325, -0.4401], [-2.1182, 0.6470, 0.1748], [-0.1990, 1.6580, 1.0847], [-0.4886, 0.4277, 2.4262], [1.0925, -1.2792, 1.1764], [1.6168, 1.4146, 0.0062], [2.7295, -0.1310, 0.4541], [-1.4557, -0.0117, 0.5003], [1.7929, 0.2481, -0.0850]], "nbo_charge": [-0.65, -0.05, -0.23, -0.05, 0.21, 0.24, 0.20, 0.19, 0.36, 0.16, 0.19, 0.19, 0.36, 0.38, -0.64, -0.86]}

{"formula": "C4H10N2", "method": "ωB97M-V/def2-TZVPD", "gap_ev": [6.69, 6.55], "total_charge": 0, "homo_energy_ev": [-5.922, -5.752], "elements": ["C", "C", "C", "N", "C", "N", "H", "H", "H", "H", "H", "H", "H", "H", "H", "H"], "positions_angstrom": [[-0.0493, -0.3738, 1.2018], [-1.4325, -0.1681, 1.7066], [1.4503, -1.0198, -0.4065], [0.2100, 1.5530, -1.9094], [-0.3708, 0.8324, -0.8352], [0.3656, 0.2436, 0.0675], [0.6836, -0.8196, 1.8527], [-0.2339, 1.3681, -2.8029], [1.2080, 1.4197, -2.0212], [-1.4469, 0.8872, -0.7445], [-1.5529, -0.5709, 2.7109], [-2.1882, -0.6225, 1.0536], [-1.6625, 0.9072, 1.7313], [0.8988, -1.8488, -0.8419], [2.1147, -1.3171, 0.3983], [2.0060, -0.4707, -1.1611]], "nbo_charge": [-0.13, -0.67, -0.37, -0.83, 0.03, -0.33, 0.18, 0.36, 0.36, 0.18, 0.22, 0.20, 0.20, 0.21, 0.21, 0.18]}

{"formula": "C4H10N2", "method": "ωB97M-V/def2-TZVPD", "gap_ev": [8.94, 8.93], "total_charge": 0, "homo_energy_ev": [-8.251, -8.250], "elements": ["C", "C", "C", "C", "N", "N", "H", "H", "H", "H", "H", "H", "H", "H", "H", "H"], "positions_angstrom": [[-0.3792, -0.4534, -0.0278], [-0.2602, 0.3990, -1.2853], [-1.6555, -1.1822, 0.1400], [1.6303, 1.5828, 0.8291], [0.8496, -1.1146, 0.3273], [0.3011, -0.0515, 1.1545], [-0.8836, 0.2547, -2.1187], [0.8431, 0.3168, -1.6572], [-0.2199, 1.4399, -1.0445], [-2.1090, -1.2429, 1.1095], [-1.4610, -2.1662, -0.4252], [-2.4469, -0.6869, -0.4509], [0.9359, 2.3708, 0.5913], [1.9825, 1.7315, 1.8875], [2.1480, 0.8448, 0.2633], [0.7248, -2.0427, 0.7072]], "nbo_charge": [0.16, -0.63, -0.63, -0.43, -0.51, -0.25, 0.22, 0.22, 0.22, 0.24, 0.22, 0.22, 0.20, 0.20, 0.23, 0.34]}

{"formula": "C4H10N2", "method": "ωB97M-V/def2-TZVPD", "gap_ev": 10.05, "smiles": "CCC/N=C\\N", "total_charge": 0, "homo_energy_ev": -9.082, "elements": ["C", "C", "C", "N", "C", "N", "H", "H", "H", "H", "H", "H", "H", "H", "H", "H"], "positions_angstrom": [[-2.4761, -0.0574, 0.2591], [-1.2036, -0.8963, 0.3651], [0.0088, -0.2039, -0.2422], [2.4916, 1.0712, -0.5761], [2.2808, -0.0175, 0.2229], [1.2334, -0.6919, 0.4066], [-2.2976, 0.9735, 0.5653], [-2.7903, 0.0031, -0.7881], [-3.3278, -0.4753, 0.7976], [-1.0168, -1.1898, 1.3863], [-1.3475, -1.8069, -0.2127], [-0.0123, 0.8891, -0.1796], [0.0558, -0.4770, -1.2970], [3.4137, 1.4681, -0.5713], [1.7976, 1.7372, -0.8661], [3.1902, -0.3262, 0.7301]], "nbo_charge": [-0.60, -0.40, -0.25, -0.84, 0.28, -0.48, 0.20, 0.20, 0.21, 0.21, 0.20, 0.16, 0.19, 0.39, 0.39, 0.16]}

{"formula": "C4H10N2", "method": "ωB97M-V/def2-TZVPD", "gap_ev": 9.12, "smiles": "C=CN.C=NC", "total_charge": 0, "homo_energy_ev": -8.043, "elements": ["C", "C", "N", "H", "H", "H", "H", "H", "C", "C", "N", "H", "H", "H", "H", "H"], "positions_angstrom": [[-0.3964, 2.0984, 0.4961], [-1.4371, 1.2372, 0.7738], [-1.7536, 0.1038, 0.0792], [0.1225, 1.9635, -0.4747], [0.1503, 2.7183, 1.2729], [-2.1847, 1.5149, 1.5693], [-1.2929, -0.7235, -0.2471], [-2.6749, 0.1542, -0.2887], [1.1724, -0.4707, 0.4737], [1.0064, -1.9483, -1.4898], [0.7910, -0.7714, -0.9757], [0.6812, -0.9092, 1.3302], [2.2944, -0.5579, 0.4718], [1.0137, 0.5221, 0.4148], [0.8170, -2.2594, -2.4960], [1.6909, -2.6721, -0.9099]], "nbo_charge": [-0.50, 0.01, -0.87, 0.20, 0.21, 0.17, 0.42, 0.37, -0.47, -0.06, -0.41, 0.21, 0.19, 0.22, 0.18, 0.13]}

{"formula": "C4H10N2", "method": "ωB97M-V/def2-TZVPD", "gap_ev": 10.04, "smiles": "C=NCCCN", "total_charge": 0, "homo_energy_ev": -8.862, "elements": ["C", "C", "C", "C", "N", "N", "H", "H", "H", "H", "H", "H", "H", "H", "H", "H"], "positions_angstrom": [[0.2850, -1.2419, 0.9045], [1.0113, 0.0346, 0.5154], [0.0943, 1.0869, -0.0726], [-0.1934, 0.7673, -2.3469], [-0.6579, 0.5564, -1.2044], [-0.7028, -1.0130, 1.9499], [1.0042, -1.9264, 1.3397], [-0.0988, -1.7120, -0.0015], [1.6024, 0.4441, 1.3430], [1.8050, -0.2837, -0.1875], [0.6226, 1.9882, -0.3777], [-0.5813, 1.3893, 0.7274], [-0.7156, 0.3452, -3.2109], [0.6901, 1.3397, -2.6382], [-1.4371, -0.3730, 1.6878], [-1.0503, -1.8151, 2.4453]], "nbo_charge": [-0.21, -0.40, -0.26, -0.05, -0.39, -0.87, 0.19, 0.17, 0.21, 0.20, 0.18, 0.20, 0.16, 0.14, 0.36, 0.37]}

{"formula": "C4H10N2", "method": "ωB97M-V/def2-TZVPD", "gap_ev": 9.83, "smiles": "C[C@@H]1NC[C@@H]1N", "total_charge": 0, "homo_energy_ev": -8.741, "elements": ["C", "C", "C", "C", "N", "N", "H", "H", "H", "H", "H", "H", "H", "H", "H", "H"], "positions_angstrom": [[0.6101, -0.6288, -0.5174], [-0.1734, 0.7232, -0.4488], [-0.7602, -1.3272, -0.4912], [-0.0194, 1.5714, 0.8027], [-1.4433, -0.0370, -0.2953], [1.5127, -1.0212, 0.5301], [-2.1550, 0.1768, -0.9843], [1.1355, -0.7505, -1.4688], [-0.0925, 1.3366, -1.3537], [2.3368, -0.4341, 0.5362], [1.0651, -0.9430, 1.4345], [-1.0201, -1.8733, -1.4006], [-0.9093, -1.9833, 0.3698], [1.0041, 1.9232, 0.9262], [-0.3935, 0.8464, 1.5916], [-0.6978, 2.4209, 0.7691]], "nbo_charge": [-0.06, -0.07, -0.22, -0.62, -0.64, -0.82, 0.36, 0.19, 0.18, 0.36, 0.36, 0.18, 0.18, 0.20, 0.21, 0.22]}

{"formula": "C4H10N2", "method": "ωB97M-V/def2-TZVPD", "gap_ev": 10.02, "smiles": "[H]/N=C\\NCCC", "total_charge": 0, "homo_energy_ev": -9.054, "elements": ["C", "C", "C", "N", "C", "N", "H", "H", "H", "H", "H", "H", "H", "H", "H", "H"], "positions_angstrom": [[-1.8363, -1.2185, 0.2688], [-1.0841, -0.2676, -0.6942], [0.5267, -0.3845, -0.8293], [1.2824, 0.0963, 0.4055], [1.2984, 1.3441, 1.0294], [2.2040, 2.2255, 1.0037], [-2.2577, -2.1921, -0.2344], [-2.5916, -0.5516, 0.6995], [-1.2861, -1.5878, 1.0741], [-1.5324, -0.2201, -1.7543], [-1.1981, 0.8133, -0.3610], [0.7654, 0.1235, -1.7280], [0.7008, -1.4181, -1.0494], [1.9907, -0.5284, 0.6817], [0.3096, 1.6085, 1.3842], [2.7083, 2.1576, 0.1038]], "nbo_charge": [-0.63, -0.41, -0.20, -0.71, 0.31, -0.66, 0.21, 0.22, 0.21, 0.21, 0.19, 0.18, 0.20, 0.39, 0.14, 0.35]}

{"formula": "C4H10N2O", "method": "ωB97M-V/def2-TZVPD", "gap_ev": 10.76, "smiles": "CC[C@@H](N)C(N)=O", "total_charge": 0, "homo_energy_ev": -9.876, "elements": ["N", "C", "C", "C", "C", "N", "O", "H", "H", "H", "H", "H", "H", "H", "H", "H", "H"], "positions_angstrom": [[1.6967, -1.0330, 0.7153], [-0.9248, -0.3534, -1.8381], [0.3801, -0.0573, -1.1162], [0.3764, -0.4328, 0.3852], [0.0339, 0.6202, 1.4268], [-1.0853, 1.4058, 1.1683], [0.7359, 0.8835, 2.3854], [1.7059, -1.1187, 1.7366], [2.4004, -0.2847, 0.7246], [-0.7981, -0.2894, -2.9058], [-1.7885, 0.2375, -1.5613], [-1.0899, -1.4059, -1.5786], [1.1520, -0.7261, -1.4942], [0.6546, 0.9970, -0.9788], [-0.2876, -1.3001, 0.5809], [-1.5519, 1.7000, 2.0045], [-1.6097, 1.1573, 0.3455]], "nbo_charge": [-0.81, -0.61, -0.41, -0.16, 0.66, -0.84, -0.61, 0.37, 0.35, 0.22, 0.19, 0.21, 0.24, 0.21, 0.20, 0.40, 0.38]}

{"formula": "C4H10N2O", "method": "ωB97M-V/def2-TZVPD", "gap_ev": 9.50, "smiles": "C[C@H]1N(N)[C@]1(C)O", "total_charge": 0, "homo_energy_ev": -8.447, "elements": ["C", "C", "C", "C", "N", "O", "N", "H", "H", "H", "H", "H", "H", "H", "H", "H", "H"], "positions_angstrom": [[0.1409, -0.8327, 0.0799], [1.2545, -1.1128, 1.0301], [0.9457, 1.6267, -0.3362], [-0.0211, 0.5180, -0.5835], [-2.1604, -0.3834, -0.0688], [-0.5824, 0.5035, -1.9048], [-0.9188, 0.0821, 0.4980], [-1.4988, 0.1881, -1.7859], [-0.1006, -1.7040, -0.5188], [-2.3976, -1.2900, 0.3439], [-2.9073, 0.2366, 0.2596], [1.0938, -2.0793, 1.5188], [2.2071, -1.1612, 0.4934], [1.3397, -0.3529, 1.8140], [1.9635, 1.3088, -0.5853], [0.9352, 1.9592, 0.7071], [0.7065, 2.4934, -0.9615]], "nbo_charge": [-0.13, -0.62, -0.65, 0.37, -0.71, -0.72, -0.29, 0.49, 0.21, 0.36, 0.36, 0.21, 0.22, 0.22, 0.22, 0.23, 0.23]}